Record 1
C3H7NO2S as an isolated structure. Source: the Open Molecules 2025 dataset; level of theory: the ωB97M-V functional and the def2-TZVPD basis.

The geometry in XYZ format:
```
14
Properties=species:S:1:pos:R:3
C -1.24246 0.92170 -0.08621
O -0.09613 0.82580 -2.25373
H 0.97812 -0.33853 2.18478
C 0.10748 -0.45338 1.53044
N 1.71199 -0.14755 -1.05177
H -1.48597 1.71345 -0.74581
C -0.09268 0.65652 0.54493
O -0.51303 -1.49052 -1.48431
H 0.63632 1.37031 0.38912
H 0.41254 -1.43184 1.08107
H -2.11528 0.26101 0.25175
S 0.21229 -0.28652 -1.40144
H -0.72269 -0.58403 2.06574
H 2.20950 -1.01644 -1.02455
```

Kohn-Sham gap in eV: 9.93
LUMO energy in eV: -0.02
HOMO in eV: -9.95

natural (NBO) population analysis, charges in e, atoms 1 to 6: -0.3142, -0.9256, 0.2390, -0.6505, -1.0880, 0.2519

Record 2
C3H7NO2S in the gas phase. Source: the Open Molecules 2025 dataset; level of theory: the ωB97M-V functional and the def2-TZVPD basis.

The geometry in XYZ format:
```
14
Properties=species:S:1:pos:R:3
H 0.82568 0.12565 1.50320
H -1.33619 1.09902 2.56730
S 1.18001 -0.01522 -1.51684
O 1.56553 1.34233 -1.34994
N 0.41198 -0.39614 -2.84587
C 0.10859 -0.46493 -0.14029
H -0.02314 1.45069 0.60935
C -0.07969 0.43736 0.93546
H -2.22674 0.53333 1.13218
H -1.46967 -0.79887 2.06051
H 0.93969 -1.18661 -3.09705
C -1.40113 0.33579 1.73983
H -0.60508 -1.34176 -0.38605
O 2.11016 -1.12064 -1.21182
```

Kohn-Sham gap (spin up / spin down) in eV: 6.89 / 6.91
LUMO energy (spin up / spin down) in eV: -2.60 / -2.59
HOMO (spin up / spin down) in eV: -9.50 / -9.51

natural (NBO) population analysis, charges in e, atoms 1 to 6: 0.3067, 0.2340, 2.2122, -0.9178, -1.0652, -0.0253

Record 3
C3H7NO2S in the gas phase. Source: the Open Molecules 2025 dataset; level of theory: the ωB97M-V functional and the def2-TZVPD basis.

The geometry in XYZ format:
```
14
Properties=species:S:1:pos:R:3
C -1.20093 0.09697 0.55421
H -0.06507 1.55164 1.35634
H -0.52909 1.75583 -0.50386
S 1.32800 0.17955 -0.08494
H -1.46017 -1.36739 -1.21414
O 2.17966 0.00566 1.04005
H -1.10705 -2.15248 0.37689
N 1.85205 0.67845 -1.38240
C -0.12626 1.17230 0.32260
O 0.54620 -1.31377 -0.27074
C -0.84591 -1.22615 -0.19059
H -1.15030 -0.20545 1.61301
H -2.15855 0.57736 0.18021
H 2.73743 0.24749 -1.79664
```

SMILES: N=[S@@]1(=O)CCCO1
Kohn-Sham gap in eV: 10.48
LUMO energy in eV: 0.79
HOMO in eV: -9.69

natural (NBO) population analysis, charges in e, atoms 1 to 6: -0.4368, 0.2707, 0.2620, 2.2081, 0.1702, -0.9263

Record 4
A 3-piece molecular cluster, C3H7NO2S overall. Source: the Open Molecules 2025 dataset; level of theory: the ωB97M-V functional and the def2-TZVPD basis.

The geometry in XYZ format:
```
14
Properties=species:S:1:pos:R:3
O -2.18806 0.44078 -0.12485
H 1.53158 -0.23268 -2.00200
H -0.09259 -0.83411 -1.38882
C 0.78439 -0.23604 -1.22189
H 0.70124 -3.48749 1.24804
H 0.32658 -0.53734 0.93709
H -3.34538 1.79307 0.79666
H 2.20600 -0.29176 0.46656
N 0.89404 1.13008 -0.53483
H 0.06220 1.55757 -0.06123
S 1.47609 -3.00585 0.30045
C 1.14468 -0.20630 0.30508
C -2.22944 1.53164 0.50431
O -1.27134 2.37843 0.77543
```

Kohn-Sham gap in eV: 3.30
LUMO energy in eV: -5.56
HOMO in eV: -8.86

natural (NBO) population analysis, charges in e, atoms 1 to 6: -0.6472, 0.2249, 0.2393, -0.2004, 0.1121, 0.2679

Record 5
A 3-piece molecular cluster, C3H7NO2S overall. Source: the Open Molecules 2025 dataset; level of theory: the ωB97M-V functional and the def2-TZVPD basis.

The geometry in XYZ format:
```
14
Properties=species:S:1:pos:R:3
H 2.15642 -0.78898 -0.20683
C 1.19035 -0.28576 -0.18329
H 0.85636 -0.12126 2.03713
S 1.91704 2.38069 0.74877
O -2.33458 -1.44789 -0.40978
H -3.42800 0.05685 -1.30203
H 3.03187 1.71394 0.81549
C -2.40819 -0.33287 -1.09030
N 0.21837 -1.38157 0.20373
O -1.48786 0.27092 -1.73078
C 0.36201 -0.00057 1.04435
H -0.80417 -1.39766 -0.13345
H -0.45341 0.71642 1.02555
H 1.18382 0.61774 -0.81855
```

Kohn-Sham gap in eV: 3.57
LUMO energy in eV: -5.38
HOMO in eV: -8.95

natural (NBO) population analysis, charges in e, atoms 1 to 6: 0.2285, -0.2689, 0.2298, 0.0347, -0.7198, 0.1090

Record 6
C3H7NO2S in the gas phase. Source: the Open Molecules 2025 dataset; level of theory: the ωB97M-V functional and the def2-TZVPD basis.

The geometry in XYZ format:
```
14
Properties=species:S:1:pos:R:3
S -1.24651 0.08962 -0.09145
H -2.19924 -1.68275 0.76977
H 0.33823 -0.20534 1.73589
C 0.38302 0.04989 0.61982
H 1.51589 -0.49933 -1.38101
H 2.03411 1.91050 0.63162
H 2.53572 -0.65032 0.19590
H 0.63671 1.81382 -0.72672
O -1.23308 0.58107 -1.43612
O -2.07917 0.86967 0.75685
N -1.53884 -1.48144 -0.07749
C 1.26797 1.27785 0.08530
C 1.59831 -0.11192 -0.27572
H -2.01312 -1.96131 -0.80664
```

SMILES: NS(=O)(=O)C1CC1
Kohn-Sham gap in eV: 11.05
LUMO energy in eV: 0.48
HOMO in eV: -10.57

natural (NBO) population analysis, charges in e, atoms 1 to 6: 2.3359, 0.4099, 0.2642, -0.5382, 0.2390, 0.2389

| no. | F_max (eV/Å) | DFT total energy (eV) |
| --- | --- | --- |
| 1 | 5.14 | -19640.7381 |
| 2 | 3.80 | -19639.7747 |
| 3 | 2.66 | -19642.2008 |
| 4 | 4.33 | -19636.7836 |
| 5 | 4.84 | -19636.6380 |
| 6 | 4.97 | -19642.4744 |